Entry 1:
{
  "formula": "C32H33AsF3N4O6PrS2",
  "method": "ωB97M-V with the def2-TZVPD basis set",
  "species": ["Pr", "C", "O", "C", "C", "C", "C", "C", "C", "N", "N", "C", "O", "C", "C", "C", "C", "C", "C", "C", "O", "H", "H", "H", "H", "H", "H", "H", "H", "H", "H", "H", "H", "S", "C", "C", "C", "C", "C", "C", "C", "C", "C", "N", "H", "H", "H", "H", "H", "H", "N", "C", "O", "C", "C", "H", "H", "H", "H", "H", "H", "C", "As", "C", "C", "S", "H", "H", "H", "H", "H", "H", "H", "H", "H", "F", "C", "F", "F", "C", "O", "O"],
  "xyz": [[-0.28414, -0.06608, 0.10562], [-1.63664, -4.48938, 0.69912], [-0.51764, -5.04508, 1.34662], [0.10036, -4.27658, 2.33612], [0.73656, -5.00728, 3.31102], [1.43686, -4.37478, 4.33582], [1.49326, -2.99948, 4.35202], [0.88016, -2.21778, 3.36792], [0.99576, -0.78688, 3.44972], [0.66926, 0.04582, 2.52192], [0.89226, 1.37682, 2.81582], [0.14586, 2.21592, 2.12302], [-0.82474, 1.92402, 1.37072], [0.48686, 3.66532, 2.27482], [1.57406, 4.13052, 3.00622], [1.85176, 5.48462, 3.05582], [1.06366, 6.38962, 2.35972], [-0.01924, 5.93502, 1.62172], [-0.30564, 4.58472, 1.58932], [0.12256, -2.83628, 2.30982], [-0.48274, -2.16778, 1.41752], [-1.34694, -3.68118, 0.02002], [-2.35374, -4.08798, 1.42162], [-2.09774, -5.31178, 0.14082], [0.69126, -6.08818, 3.24852], [1.92946, -4.96748, 5.09662], [2.04506, -2.50688, 5.14522], [1.39956, -0.39288, 4.39542], [2.18966, 3.41062, 3.52142], [2.69656, 5.84222, 3.63412], [1.28656, 7.45002, 2.39732], [-0.63684, 6.63502, 1.06902], [-1.14004, 4.19202, 1.02492], [-0.71444, 4.37332, -2.36708], [-2.10984, 3.43972, -2.72178], [-2.05344, 2.17392, -2.22498], [-0.86104, 1.84882, -1.51278], [-0.03134, 2.93402, -1.49568], [1.24166, 3.07172, -0.86978], [2.00126, 4.25772, -0.96708], [3.21076, 4.34682, -0.32578], [3.66596, 3.25572, 0.40902], [2.86166, 2.12892, 0.45362], [1.69586, 2.01962, -0.15598], [-2.90644, 3.91592, -3.26808], [-2.85914, 1.46872, -2.37338], [1.60566, 5.08522, -1.54088], [3.80136, 5.25242, -0.39048], [4.60936, 3.29132, 0.93572], [3.16216, 1.26162, 1.03032], [4.09076, 0.49542, -2.35358], [2.84336, -0.03018, -2.04458], [1.84426, 0.42132, -2.55018], [2.89266, -1.22018, -1.12378], [1.49276, -1.78308, -0.82738], [4.08006, 1.39452, -2.81178], [4.83606, 0.36182, -1.68978], [3.38526, -0.90618, -0.19728], [3.56126, -1.95718, -1.61078], [1.65576, -2.62818, -0.13268], [1.16536, -2.26508, -1.77498], [-0.87334, -4.27598, -3.00708], [-2.00504, -2.74648, -3.49468], [-2.88684, -3.50208, -5.12818], [-3.51934, -2.87678, -2.26998], [-1.07684, -1.02708, -4.14038], [-1.48004, -5.17698, -2.92698], [-0.38234, -4.08098, -2.05628], [-0.11254, -4.41338, -3.77778], [-3.24874, -4.52008, -4.98558], [-2.15904, -3.47688, -5.94298], [-3.72194, -2.84738, -5.38958], [-3.96954, -3.86518, -2.36908], [-4.24894, -2.10348, -2.51438], [-3.18274, -2.71988, -1.24978], [-5.39144, -0.88608, 0.90142], [-4.62324, 0.12592, 0.41182], [-5.13344, 0.38452, -0.80938], [-4.90454, 1.19902, 1.16642], [-3.08524, -0.28298, 0.40342], [-2.55174, -0.26078, 1.49822], [-2.65184, -0.63398, -0.70298]],
  "mulliken_spin": [2.009, -0.001, 0.000, -0.001, 0.000, -0.001, 0.001, 0.001, 0.001, -0.001, 0.001, -0.004, 0.002, 0.001, 0.000, 0.000, 0.000, 0.000, 0.000, 0.001, 0.005, 0.001, 0.000, 0.000, 0.000, 0.000, 0.000, 0.000, 0.000, 0.000, 0.000, 0.000, 0.000, -0.001, -0.001, -0.001, -0.005, 0.005, 0.001, 0.000, 0.000, 0.000, 0.003, -0.006, 0.000, 0.000, 0.000, 0.000, 0.000, 0.000, 0.000, -0.001, 0.000, 0.003, -0.016, 0.000, 0.000, 0.000, 0.000, 0.002, -0.002, 0.000, 0.002, 0.000, 0.000, 0.000, 0.000, 0.000, 0.000, 0.000, 0.000, 0.000, 0.000, 0.000, 0.000, 0.000, 0.000, 0.000, 0.000, 0.004, 0.000, -0.002],
  "e_lumo_ev": [4.28, 4.28],
  "total_charge": -2,
  "mol_weight_da": 906.60,
  "homo_energy_ev": [-1.5, -1.5],
  "multiplicity": 3
}

Entry 2:
{
  "formula": "C32H33N6",
  "method": "ωB97M-V with the def2-TZVPD basis set",
  "species": ["C", "N", "C", "C", "C", "C", "C", "N", "C", "C", "C", "C", "C", "C", "C", "N", "C", "C", "C", "C", "C", "N", "C", "C", "C", "C", "C", "C", "C", "C", "N", "N", "C", "C", "C", "C", "C", "C", "H", "H", "H", "H", "H", "H", "H", "H", "H", "H", "H", "H", "H", "H", "H", "H", "H", "H", "H", "H", "H", "H", "H", "H", "H", "H", "H", "H", "H", "H", "H", "H", "H"],
  "xyz": [[2.69733, 0.10703, 2.83573], [1.59812, 0.74169, 2.14595], [0.87111, 0.17097, 1.13207], [-0.18116, 0.99605, 0.77487], [-1.31215, 0.52594, -0.11139], [-2.61361, 1.08841, 0.41761], [-2.97872, 1.28825, 1.74965], [-4.28492, 1.73550, 1.80973], [-4.96418, 2.18367, 3.00470], [-4.79091, 1.85660, 0.51039], [-6.09910, 2.09429, 0.11589], [-6.39213, 1.96255, -1.24951], [-5.40511, 1.55715, -2.15853], [-4.08304, 1.29463, -1.74990], [-3.76728, 1.44948, -0.39655], [-1.37859, -0.94883, -0.15111], [-2.78125, -1.52544, -0.09580], [-2.75622, -2.83182, -0.86301], [-1.53401, -2.76851, -1.77586], [-0.50726, -1.81967, -1.16311], [0.46778, -1.23133, -2.24056], [1.89951, -1.50635, -1.91484], [2.92847, -2.05331, -2.64501], [4.06039, -1.90468, -1.84937], [5.47844, -2.19706, -2.00290], [6.02857, -3.28657, -2.73233], [7.41502, -3.46856, -2.76268], [8.28136, -2.55304, -2.13558], [7.73991, -1.49188, -1.38443], [6.35449, -1.33900, -1.29597], [3.66581, -1.31830, -0.68077], [2.38733, -1.10384, -0.72746], [-0.04971, 2.20572, 1.56510], [-0.77650, 3.38367, 1.73083], [-0.42699, 4.26353, 2.77322], [0.64235, 4.00001, 3.64370], [1.42442, 2.84695, 3.46384], [1.06260, 1.99104, 2.44007], [3.20639, 0.86837, 3.43463], [2.35302, -0.70765, 3.49330], [3.39564, -0.32578, 2.10966], [1.19925, -0.78151, 0.72622], [-1.17300, 0.83560, -1.14781], [-2.36646, 1.17696, 2.64712], [-5.98202, 2.46236, 2.72746], [-4.98966, 1.39407, 3.76374], [-4.45686, 3.06196, 3.42458], [-6.85381, 2.34855, 0.85783], [-7.39766, 2.18090, -1.60176], [-5.67112, 1.44152, -3.20930], [-3.32041, 0.94420, -2.45490], [-0.97301, -1.22152, 0.76155], [-3.46007, -0.85100, -0.61486], [-3.11927, -1.57332, 0.94398], [-3.66461, -2.85006, -1.47193], [-2.78723, -3.71470, -0.22168], [-1.84865, -2.38069, -2.76082], [-1.08279, -3.75594, -1.93851], [0.14101, -2.37892, -0.47043], [0.33600, -0.14383, -2.39847], [0.32658, -1.70800, -3.22695], [2.85002, -2.49893, -3.61724], [5.35077, -3.98314, -3.23447], [7.83683, -4.33093, -3.28270], [9.36771, -2.66206, -2.22504], [8.38908, -0.78386, -0.86374], [5.91442, -0.54797, -0.67523], [-1.60379, 3.61316, 1.05543], [-1.00372, 5.17812, 2.91067], [0.88030, 4.69112, 4.44996], [2.28689, 2.60797, 4.08300]],
  "mulliken_charge": [-0.880, 0.075, -1.397, 0.648, 1.096, -0.429, -0.946, 0.152, -0.915, 0.153, -0.889, -0.706, -0.918, -0.020, 0.376, 0.189, -0.187, -0.910, -0.944, 0.106, -1.015, 0.353, -0.119, -0.220, 0.652, -0.517, -0.524, -0.375, -0.606, -0.276, -1.072, 0.312, 0.167, 0.121, -0.891, -0.664, -0.877, -0.092, 0.323, 0.307, 0.253, 0.743, 0.557, 0.576, 0.308, 0.339, 0.306, 0.274, 0.399, 0.405, 0.439, 0.782, 0.002, 0.474, 0.424, 0.281, 0.446, 0.370, 0.522, 0.201, 0.420, 0.465, 0.351, 0.359, 0.366, 0.356, 0.360, 0.517, 0.408, 0.401, 0.255],
  "e_lumo_ev": -2.34,
  "total_charge": 1,
  "mol_weight_da": 501.66,
  "smiles": "Cn1cc(C(c2cn(C)c3ccccc23)[N@H+]2CCC[C@H]2Cn2cc(-c3ccccc3)nn2)c2ccccc21",
  "homo_energy_ev": -10.3
}

Entry 3:
{
  "formula": "C32H33N6O3SSeW",
  "method": "ωB97M-V with the def2-TZVPD basis set",
  "species": ["W", "C", "N", "C", "C", "N", "C", "C", "C", "C", "C", "C", "N", "C", "N", "C", "C", "C", "C", "C", "C", "N", "H", "H", "H", "H", "H", "H", "H", "H", "H", "H", "H", "H", "H", "H", "H", "C", "C", "C", "O", "C", "O", "O", "H", "H", "H", "H", "H", "H", "H", "N", "S", "C", "C", "C", "C", "C", "C", "C", "C", "C", "C", "C", "C", "H", "H", "H", "H", "H", "H", "H", "H", "H", "H", "H", "Se"],
  "xyz": [[1.20786, -0.53693, 0.24467], [3.31133, 1.39411, 2.20840], [3.38437, 0.07867, 1.58571], [3.48038, -1.03370, 2.52291], [2.10488, -1.33111, 3.02272], [1.01926, -1.05751, 2.32650], [-0.06047, -1.45186, 3.12182], [-1.43166, -1.32247, 2.92025], [-2.26689, -1.80517, 3.90815], [-1.75992, -2.39299, 5.07653], [-0.40110, -2.49899, 5.29986], [0.42982, -2.00986, 4.30057], [1.81348, -1.91490, 4.20202], [2.07402, 2.10089, 1.76329], [1.11527, 1.50000, 1.10382], [0.11837, 2.46518, 0.89540], [-1.11556, 2.37627, 0.25749], [-1.88680, 3.51884, 0.21900], [-1.45216, 4.72280, 0.79456], [-0.23196, 4.81980, 1.43231], [0.53625, 3.66312, 1.46895], [1.78923, 3.39255, 2.01055], [3.25357, 1.28824, 3.29644], [4.19418, 2.00110, 1.99568], [4.09450, 0.04950, 0.86789], [3.84821, -1.90598, 1.97984], [4.15384, -0.83694, 3.36512], [-1.82461, -0.82880, 2.04094], [-3.33812, -1.71926, 3.78640], [-2.44930, -2.75816, 5.82518], [-0.00993, -2.93425, 6.20936], [2.48671, -2.22818, 4.88075], [-1.44135, 1.45440, -0.20255], [-2.84791, 3.48995, -0.27665], [-2.08752, 5.59583, 0.73471], [0.10368, 5.74732, 1.87564], [2.39585, 4.04755, 2.47419], [3.38312, 3.07736, -1.94562], [2.94369, 1.66068, -2.28417], [3.27583, 1.30561, -3.72928], [3.64101, 0.79595, -1.39391], [1.41320, 1.56873, -2.11765], [0.71502, 2.31481, -2.77310], [0.88147, 0.61387, -1.38665], [4.45692, 3.17393, -2.10836], [3.16247, 3.30721, -0.90048], [2.85322, 3.79210, -2.57052], [4.35007, 1.40187, -3.88881], [2.74551, 1.96659, -4.41167], [2.97985, 0.27665, -3.94981], [3.46797, -0.12018, -1.66058], [-0.58803, -1.20542, -0.33687], [-0.95810, -1.27191, -1.96139], [-1.54679, -2.94083, -2.17285], [-2.43398, -3.22873, -3.20350], [-2.80299, -4.54556, -3.42095], [-2.28156, -5.55815, -2.62515], [-1.38139, -5.25787, -1.61499], [-0.99971, -3.94292, -1.38375], [-2.44334, -0.31446, -2.15830], [-3.65408, -0.70409, -1.59473], [-4.74213, 0.14453, -1.69964], [-4.61387, 1.36313, -2.35985], [-3.39866, 1.74101, -2.90999], [-2.29501, 0.90234, -2.80946], [-1.28261, -1.72840, 0.18756], [-2.83993, -2.43822, -3.82140], [-3.49915, -4.78094, -4.21447], [-2.57404, -6.58464, -2.80049], [-0.96249, -6.04775, -1.00632], [-0.26628, -3.70391, -0.62377], [-3.75137, -1.66220, -1.09858], [-5.69347, -0.14619, -1.27459], [-5.47095, 2.01849, -2.44381], [-3.29789, 2.69109, -3.41745], [-1.32978, 1.21516, -3.19110], [2.52846, -2.28778, -0.46198]],
  "mulliken_charge": [1.474, -1.024, -0.203, -1.631, 0.831, 0.608, 0.123, -0.210, -1.036, -0.524, -1.150, 0.667, -0.060, -0.216, 0.214, -0.080, 0.034, -0.816, -0.685, -1.172, 0.505, -0.028, 0.399, 0.575, 0.339, 0.352, 0.546, 0.397, 0.449, 0.403, 0.440, 0.233, 0.459, 0.510, 0.407, 0.458, 0.233, -1.596, 1.577, -1.818, -0.554, -0.043, -0.678, 0.099, 0.448, 0.194, 0.329, 0.441, 0.380, 0.409, 0.172, -0.153, 0.565, 0.474, -0.518, -0.719, -0.499, -0.726, -0.331, 0.478, -0.214, -0.722, -0.490, -0.685, -0.388, 0.193, 0.501, 0.412, 0.394, 0.435, 0.286, 0.478, 0.427, 0.435, 0.478, 0.260, -0.551],
  "e_lumo_ev": [-2.16, -2.16],
  "total_charge": 1,
  "mol_weight_da": 844.52,
  "homo_energy_ev": [-8.9, -8.9]
}

> Which formula does entry 3 have?

C32H33N6O3SSeW